This record from the Open Molecules 2025 dataset describes one molecule with the formula C3H5N3O. The level of theory is ωB97M-V/def2-TZVPD.

The value obtained for the LUMO energy is 0.84 eV. The calculated total energy is -9707.6554 eV. The calculation puts the relative energy (zero: lowest compared OMol25 entry of this formula, charge and spin) at 67.5 kcal/mol. Its frontier orbital gap is 0.34964 hartree.

```
12
Properties=species:S:1:pos:R:3:forces:R:3:mulliken_charge:R:1
N 1.85773 -0.08467 0.26017 0.0762 -0.1648 -0.0093 -0.558
C 0.45156 -0.17834 0.29127 -0.0626 0.0888 -0.2219 0.402
C -0.48264 0.92790 0.46904 0.0182 0.1762 -0.3015 -0.171
N -1.61156 0.56941 -0.31555 -0.2361 -0.1232 -0.1259 -0.026
C -1.53503 -0.66665 -0.87608 0.2481 0.1454 0.1855 -0.429
O -0.21967 0.03066 1.54268 0.2546 -0.0055 0.0752 -0.494
N -0.27606 -1.07621 -0.56601 -0.2546 -0.1847 -0.0038 0.003
H 2.31793 -0.98731 0.28230 -0.1055 0.0348 0.1425 0.260
H 2.19711 0.41817 -0.55039 -0.1716 0.0047 0.0319 0.258
H -0.22643 1.97977 0.57825 -0.0385 -0.2333 0.1919 0.393
H -2.46877 1.09247 -0.34511 0.1046 0.0343 0.0023 0.176
H -0.00417 -2.02519 -0.77058 0.1673 0.2272 0.0331 0.185
```
Forces are in eV/Å.